12
Properties=species:S:1:pos:R:3:mulliken_charge:R:1 method="wB97M-V/def2-TZVPD" smiles="CO/N=C/NO" homo_lumo_gap_ev=9.361 e_above_lowest_ev=6.632 charge=0
O 2.984 0.287 -0.391 -0.424
O -1.363 -0.812 -0.126 -0.204
N -0.280 -0.242 0.511 -0.477
N 1.926 -0.312 0.466 -0.127
C -2.380 0.418 -0.117 -0.390
C 0.811 -0.538 -0.159 -0.055
H -2.140 1.232 -1.007 0.220
H 1.716 0.348 1.323 0.345
H -2.509 1.091 0.957 0.209
H 3.840 -0.126 -0.041 0.344
H -3.388 -0.192 -0.304 0.212
H 0.785 -1.155 -1.111 0.347

---

12
Properties=species:S:1:pos:R:3:mulliken_charge:R:1 method="wB97M-V/def2-TZVPD" smiles="CN(O)/C=N/O" homo_lumo_gap_ev=9.703 e_above_lowest_ev=4.457 charge=0
O 2.749 -0.486 0.133 -0.415
O -1.630 -1.216 0.339 -0.444
N 1.484 0.213 0.052 -0.333
N -0.780 -0.254 -0.327 0.020
C 0.562 -0.665 -0.194 -0.010
C -1.065 1.108 0.081 -0.763
H -0.482 1.779 -0.558 0.306
H -2.149 -1.631 -0.398 0.345
H -0.691 1.380 1.111 0.289
H 3.409 0.247 0.080 0.354
H -2.115 1.279 -0.048 0.290
H 0.708 -1.753 -0.271 0.362

---

12
Properties=species:S:1:pos:R:3:mulliken_charge:R:1 method="wB97M-V/def2-TZVPD" smiles="NC=O.NC=O" homo_lumo_gap_ev=10.445 e_above_lowest_ev=0.806 charge=0
O 0.881 -1.178 0.797 -0.551
O -1.480 -0.950 -2.435 -0.604
N 0.199 0.578 -2.339 -0.320
N -0.155 -0.007 2.392 -0.313
C -0.933 0.040 -1.903 0.260
C 0.845 -0.715 1.933 0.179
H -1.325 0.685 -1.080 0.214
H -0.863 0.316 1.727 0.217
H 0.694 0.008 -3.029 0.220
H 1.615 -0.757 2.742 0.240
H -0.035 0.476 3.285 0.233
H 0.556 1.505 -2.091 0.225